i:
{"formula": "C5H8N2", "method": "wB97M-V/def2-TZVPD", "species": ["C", "C", "C", "C", "C", "N", "N", "H", "H", "H", "H", "H", "H", "H", "H"], "positions_angstrom": [[1.4891, 0.8102, -0.1409], [0.1766, 1.3917, -0.2430], [0.1304, -1.1104, -0.3127], [-0.7363, 0.2213, -0.4064], [-2.0261, 0.2379, 0.4170], [1.9488, -0.1293, 0.8210], [1.4621, -0.6510, -0.4699], [2.4057, 1.4012, -0.6228], [-0.0746, -1.3489, 0.7100], [0.0384, -1.7741, -1.1518], [-1.0404, 0.2629, -1.4032], [-2.6333, 1.1885, 0.3612], [-1.5352, 0.2625, 1.5481], [-2.6350, -0.5588, 0.1410], [3.0298, -0.2039, 0.7523]], "homo_energy_ev": -8.8071, "total_charge": 0, "lumo_energy_ev": -0.624}

ii:
{"formula": "C5H8N2", "method": "wB97M-V/def2-TZVPD", "species": ["N", "C", "C", "N", "C", "C", "C", "H", "H", "H", "H", "H", "H", "H", "H"], "positions_angstrom": [[0.2502, 2.0717, -0.6279], [-0.2246, 1.0038, 0.2378], [-1.6338, 0.6092, -0.0515], [-2.6976, 0.3068, -0.3942], [0.7074, -0.2085, 0.1619], [0.3607, -1.4610, -0.5952], [0.4230, -1.4813, 0.9112], [-0.2478, 2.9498, -0.4813], [0.1796, 1.8008, -1.6056], [-0.1834, 1.4112, 1.2528], [1.7392, 0.1216, 0.1665], [-0.6304, -1.5083, -1.0351], [1.1241, -1.9609, -1.1928], [1.2509, -1.9952, 1.3978], [-0.5004, -1.5165, 1.4857]], "smiles": "N#C[C@H](N)C1CC1", "homo_energy_ev": -10.2045, "total_charge": 0, "lumo_energy_ev": 0.971}

The relative energies come out as i 128.6; ii 0.0, with values in kcal/mol.

i:
{"formula": "C20H33N3O4S", "method": "wB97M-V/def2-TZVPD", "species": ["C", "C", "N", "S", "O", "O", "C", "C", "O", "N", "C", "C", "C", "C", "N", "C", "O", "C", "C", "C", "C", "C", "C", "C", "C", "C", "C", "C", "H", "H", "H", "H", "H", "H", "H", "H", "H", "H", "H", "H", "H", "H", "H", "H", "H", "H", "H", "H", "H", "H", "H", "H", "H", "H", "H", "H", "H", "H", "H", "H", "H"], "positions_angstrom": [[-1.4450, -4.8226, 4.8185], [-0.0984, -4.2605, 4.3967], [0.7089, -5.2158, 3.6318], [0.6026, -5.3780, 2.0313], [0.9172, -6.7394, 1.7150], [-0.6287, -4.7734, 1.5842], [1.9030, -4.3683, 1.3359], [1.5739, -2.8988, 1.5398], [1.8331, -2.3864, 2.6189], [0.9775, -2.2277, 0.5260], [0.5498, -2.7978, -0.7442], [0.6842, -0.8172, 0.7194], [-0.8026, -0.4952, 1.0138], [-0.8948, 0.5900, 2.0792], [-1.5339, -1.6858, 1.4220], [-2.8839, -1.7258, 1.2901], [-3.5369, -0.7506, 0.9506], [-3.5391, -3.0612, 1.5705], [-4.3463, -3.5213, 0.3485], [-5.1654, -4.7642, 0.6879], [-3.4449, -3.7267, -0.8538], [-2.6557, -4.8661, -0.9924], [-1.8718, -5.0568, -2.1202], [-1.8401, -4.1132, -3.1433], [-0.9949, -4.3295, -4.3730], [0.4353, -3.8174, -4.2029], [-2.5976, -2.9573, -2.9867], [-3.3870, -2.7667, -1.8599], [-1.9965, -4.0824, 5.3996], [-2.0390, -5.0886, 3.9442], [-1.3230, -5.7142, 5.4365], [-0.2189, -3.3676, 3.7874], [0.4972, -3.9607, 5.2593], [1.0116, -6.0644, 4.0864], [2.8183, -4.5969, 1.8752], [1.9930, -4.6848, 0.2998], [0.3826, -3.8671, -0.6729], [-0.4123, -2.3641, -1.0223], [1.2726, -2.5819, -1.5344], [1.2996, -0.4746, 1.5469], [0.9919, -0.2808, -0.1805], [-1.2856, -0.1285, 0.1040], [-0.3604, 1.4869, 1.7579], [-1.9357, 0.8534, 2.2555], [-0.4459, 0.2342, 3.0084], [-1.0497, -2.5656, 1.5286], [-2.7995, -3.8174, 1.8403], [-4.2163, -2.9225, 2.4172], [-5.0321, -2.7075, 0.1033], [-5.7308, -5.1083, -0.1788], [-4.5283, -5.5858, 1.0208], [-5.8697, -4.5458, 1.4925], [-2.6524, -5.6217, -0.2168], [-1.2861, -5.9656, -2.2144], [-0.9719, -5.3951, -4.6120], [-1.4611, -3.8274, -5.2236], [1.0240, -3.9794, -5.1067], [0.4384, -2.7480, -3.9831], [0.9339, -4.3317, -3.3788], [-2.5903, -2.2047, -3.7680], [-3.9806, -1.8649, -1.7619]], "smiles": "CCNS(=O)(=O)CC(=O)N(C)C[C@H](C)NC(=O)C[C@H](C)c1ccc(CC)cc1", "homo_energy_ev": -8.8293, "total_charge": 0, "lumo_energy_ev": 0.491}

ii:
{"formula": "C20H33N3O4S", "method": "wB97M-V/def2-TZVPD", "species": ["C", "C", "N", "S", "O", "O", "C", "C", "O", "N", "C", "C", "C", "C", "N", "C", "O", "C", "C", "C", "C", "C", "C", "C", "C", "C", "C", "C", "H", "H", "H", "H", "H", "H", "H", "H", "H", "H", "H", "H", "H", "H", "H", "H", "H", "H", "H", "H", "H", "H", "H", "H", "H", "H", "H", "H", "H", "H", "H", "H", "H"], "positions_angstrom": [[1.4243, -1.8819, 4.7871], [2.3264, -1.8693, 3.5648], [1.7986, -2.6722, 2.4568], [0.7592, -2.0816, 1.3669], [-0.1073, -3.1659, 0.9972], [0.2201, -0.8350, 1.8495], [1.7063, -1.6851, -0.1025], [2.4172, -0.3640, 0.1281], [3.2703, -0.3273, 1.0058], [2.0355, 0.7258, -0.5766], [1.1528, 0.7503, -1.7323], [2.5494, 2.0189, -0.1515], [1.4269, 2.9929, 0.2424], [1.9843, 4.1050, 1.1209], [0.3329, 2.2856, 0.8877], [-0.9571, 2.5384, 0.5436], [-1.2630, 3.4254, -0.2396], [-2.0017, 1.6676, 1.2105], [-3.0981, 1.2587, 0.2218], [-4.2623, 0.6010, 0.9615], [-2.5502, 0.3651, -0.8729], [-2.1387, -0.9403, -0.6054], [-1.6816, -1.7670, -1.6199], [-1.6096, -1.3156, -2.9375], [-1.0973, -2.2194, -4.0309], [0.4037, -2.4868, -3.9173], [-1.9984, -0.0076, -3.1997], [-2.4609, 0.8202, -2.1831], [1.8718, -1.2976, 5.5922], [0.4515, -1.4532, 4.5473], [1.2728, -2.8986, 5.1553], [2.4758, -0.8617, 3.1880], [3.3160, -2.2632, 3.7992], [1.6214, -3.6512, 2.6318], [2.4373, -2.4791, -0.2381], [0.9758, -1.7113, -0.9049], [0.5699, -0.1578, -1.8282], [0.4398, 1.5678, -1.6374], [1.7321, 0.8984, -2.6482], [3.2088, 1.8381, 0.6939], [3.1461, 2.4685, -0.9504], [0.9915, 3.4449, -0.6492], [2.8095, 4.6162, 0.6207], [1.2074, 4.8372, 1.3369], [2.3544, 3.6978, 2.0638], [0.5225, 1.4494, 1.4221], [-1.5443, 0.7864, 1.6639], [-2.4461, 2.2630, 2.0138], [-3.4558, 2.1738, -0.2534], [-5.0454, 0.2991, 0.2653], [-3.9376, -0.2879, 1.5060], [-4.6948, 1.2944, 1.6851], [-2.1812, -1.3292, 0.4049], [-1.3862, -2.7823, -1.3760], [-1.6355, -3.1701, -3.9973], [-1.3167, -1.7696, -5.0013], [0.7514, -3.1407, -4.7180], [0.9701, -1.5547, -3.9727], [0.6412, -2.9712, -2.9676], [-1.9484, 0.3699, -4.2153], [-2.7568, 1.8384, -2.4078]], "smiles": "CCNS(=O)(=O)CC(=O)N(C)C[C@H](C)NC(=O)C[C@H](C)c1ccc(CC)cc1", "homo_energy_ev": -8.8288, "total_charge": 0, "lumo_energy_ev": 0.567}

The relative energies come out as i 2.3; ii 0.0, with values in kcal/mol.

i:
{"formula": "ClH4Na3O6", "method": "wB97M-V/def2-TZVPD", "species": ["Na", "Na", "Na", "Cl", "O", "O", "O", "O", "O", "H", "H", "O", "H", "H"], "positions_angstrom": [[-0.9792, 2.5131, -1.0457], [-1.3903, -1.9813, -0.7861], [2.5268, -0.8629, -0.2275], [0.1300, 0.1284, 0.1516], [-0.7678, 1.2730, 0.2046], [0.4069, -0.2941, -1.2417], [1.3968, 0.3755, 0.7691], [-0.5294, -0.9854, 0.7803], [0.3304, 2.0133, -1.9527], [0.0455, 1.6158, -2.7755], [0.6964, 1.2862, -1.4490], [-1.0009, -1.6980, 2.6192], [-0.2615, -2.0019, 3.1456], [-0.6038, -1.3817, 1.8077]], "homo_energy_ev": -16.7213, "total_charge": 2, "lumo_energy_ev": -7.883}

ii:
{"formula": "ClH4Na3O6", "method": "wB97M-V/def2-TZVPD", "species": ["Na", "Na", "Na", "Cl", "O", "O", "O", "O", "O", "H", "H", "O", "H", "H"], "positions_angstrom": [[0.5705, 2.5519, -3.9959], [4.2467, -0.7771, 0.4505], [-1.4973, -2.3271, -2.8511], [0.5683, 0.3863, -0.5218], [0.6537, 1.2604, -1.6914], [-0.0879, -0.8769, -0.7554], [1.9008, 0.1798, -0.0102], [-0.2064, 1.1164, 0.4574], [-2.7715, 2.3569, 2.0761], [-3.0425, 3.2269, 2.3908], [-2.1246, 2.5345, 1.3849], [0.5146, -3.5191, 1.2490], [1.3263, -3.3519, 0.7626], [-0.0506, -2.7609, 1.0546]], "homo_energy_ev": -14.8534, "total_charge": 2, "lumo_energy_ev": -7.407}

The relative energies come out as i 125.2; ii 0.0, with values in kcal/mol.

i:
{"formula": "C5H9F", "method": "wB97M-V/def2-TZVPD", "species": ["C", "C", "C", "C", "C", "H", "H", "H", "H", "H", "H", "H", "H", "H", "F"], "positions_angstrom": [[-1.8291, -0.9997, -0.0422], [-0.3512, -0.9966, 0.0686], [0.3613, 0.1044, 0.0510], [-0.0536, 1.4415, -0.1639], [1.8594, -0.0112, 0.2313], [-2.3890, -1.4451, 0.8413], [-2.1556, -1.4980, -0.9767], [-2.0552, 0.0453, -0.0640], [0.3573, -1.8641, 0.0468], [0.2850, 1.9066, -1.1018], [0.2624, 2.0497, 0.6652], [-1.1864, 1.4661, -0.2369], [2.2448, 0.1306, 1.2590], [2.2317, 0.8015, -0.2903], [2.4183, -1.1311, -0.2875]], "smiles": "C/C=C(\\C)CF", "homo_energy_ev": -9.1462, "total_charge": 0, "lumo_energy_ev": 1.046}

ii:
{"formula": "C5H9F", "method": "wB97M-V/def2-TZVPD", "species": ["C", "C", "C", "C", "C", "F", "H", "H", "H", "H", "H", "H", "H", "H", "H"], "positions_angstrom": [[-0.1317, 0.3194, 1.3159], [-0.7521, 0.0801, -0.0191], [0.7285, 0.0268, 0.1884], [-1.5356, -1.1027, -0.4308], [1.8962, 0.6939, -0.5496], [1.2928, -1.7823, 0.3014], [-0.1334, 1.3241, 1.7433], [-0.2335, -0.4775, 1.9355], [-0.9869, 0.9143, -0.6369], [-1.0487, -1.4186, -1.2653], [-2.5819, -0.8829, -0.4949], [-1.6072, -1.8010, 0.3804], [2.5500, -0.0497, -0.9552], [2.3661, 1.2945, 0.1575], [1.5186, 1.4683, -1.1512]], "homo_energy_ev": -10.5360, "total_charge": 0, "lumo_energy_ev": 0.550}

The relative energies come out as i 0.0; ii 43.3, with values in kcal/mol.